(1)
134
Properties=species:S:1:pos:R:3:forces:R:3:mulliken_charge:R:1 method="wB97M-V/def2-TZVPD" e_homo_ev=-12.2 total_charge=+1
Hg 3.104393 0.712956 2.302626 -0.8 0.2 0.3 0.44
Hg 0.136650 0.045030 -0.455403 -3.0 -2.1 -0.2 4.30
P 2.115054 1.477996 0.092944 -0.8 0.2 0.1 0.43
O 3.407199 2.109384 0.632384 0.8 1.5 -1.0 -1.13
O 1.161562 1.332933 1.317028 -2.1 3.1 3.3 0.37
O 2.331510 -0.031916 0.171606 3.6 -3.8 -2.2 -1.01
O 1.238207 1.843005 -1.119219 2.5 1.5 0.4 -0.69
C 3.475766 -0.121266 -2.655128 -0.4 -0.7 1.5 2.29
C 4.280537 1.129431 -2.977772 -1.7 -0.5 0.0 0.09
O 4.654667 0.885689 -4.320781 0.6 1.4 -1.8 -0.44
S 3.767464 -0.184153 -5.134747 0.4 0.0 1.0 0.90
O 4.660141 -0.847266 -6.077141 -2.3 1.2 2.0 -0.57
O 2.446027 0.337024 -5.523293 2.6 -0.9 0.7 -0.44
O 3.611652 -1.001288 -3.710146 -0.1 -1.9 -3.0 -0.38
H 2.410681 0.088927 -2.557567 0.1 0.2 0.3 -0.90
H 3.825917 -0.663908 -1.777054 -0.1 0.1 0.0 -0.99
H 5.127417 1.347303 -2.327063 0.1 -0.1 -0.5 0.30
H 3.472489 1.855225 -2.886192 0.7 1.0 -0.3 0.09
C 5.768630 -0.798096 0.582462 1.1 -0.8 -0.1 -0.11
C 5.128119 -2.168813 0.363943 -0.7 0.5 0.0 0.70
O 5.830126 -2.806221 -0.707798 1.0 0.3 -1.0 -0.33
S 7.210053 -1.980118 -1.166203 0.1 1.3 0.2 1.02
O 6.940838 -1.077596 -2.282234 0.0 -1.8 1.9 -0.45
O 8.409330 -2.808822 -1.211863 -2.9 1.5 0.7 -0.55
O 7.110467 -1.062690 0.241117 2.1 -0.7 -1.6 -0.44
H 5.864456 -0.542691 1.637776 -0.5 0.2 0.1 0.29
H 5.408053 0.021025 -0.039736 -0.5 -0.1 0.1 0.06
H 4.079779 -1.986247 0.127799 -0.1 -0.4 -0.4 -0.66
H 5.179665 -2.825220 1.232606 0.3 0.1 0.1 0.42
C -3.051472 -1.680133 4.470758 0.2 -0.5 -1.0 0.20
C -3.341291 -1.557493 2.949538 0.3 0.9 1.1 0.59
O -4.750161 -1.578957 2.871548 -2.2 0.1 0.2 -0.42
S -5.427824 -0.743974 4.140597 -0.5 -0.1 1.2 0.95
O -6.739197 -1.282298 4.604688 4.2 1.2 -1.8 -0.57
O -5.286942 0.697468 3.919497 -0.2 -2.9 0.2 -0.48
O -4.228227 -1.309772 5.149171 -1.6 1.0 -0.1 -0.43
H -2.161565 -1.116361 4.750633 -0.4 0.2 0.3 0.02
H -2.875898 -2.734025 4.686611 -0.1 0.0 0.2 0.32
H -2.878602 -2.400615 2.436534 -0.5 0.2 -0.3 -0.02
H -3.044411 -0.587817 2.549922 0.5 -0.2 -0.1 -0.22
C -0.207638 0.951932 4.367837 0.3 -0.4 0.1 1.74
C -1.093814 1.691319 3.394784 0.2 1.3 -1.1 1.39
O -2.402682 1.592583 3.940753 -1.5 0.8 -0.4 -0.10
S -2.325744 1.862922 5.529256 -0.6 -2.2 0.2 1.14
O -3.395937 1.129856 6.198106 2.4 2.0 -1.3 -0.50
O -2.002604 3.238537 5.857468 -0.1 -2.2 -0.7 -0.59
O -1.043771 0.809048 5.483067 -0.1 0.4 3.0 -0.54
H 0.760363 1.345073 4.678497 -0.2 0.8 -0.3 0.13
H 0.005266 -0.042625 3.975876 -0.3 -0.1 0.1 -0.98
H -1.013705 1.276118 2.390151 -0.6 -0.2 0.2 -1.35
H -0.927334 2.762432 3.280343 0.6 0.1 0.2 -0.57
C -4.286510 0.713625 -3.562148 -1.2 0.0 1.4 0.45
C -4.790246 1.244083 -2.166743 2.2 1.5 -0.6 0.12
O -6.152124 1.134176 -2.075487 -2.7 -1.2 -0.8 -0.34
S -6.835056 0.579201 -3.435611 -1.3 1.7 -0.5 1.04
O -7.268607 1.711490 -4.272187 1.7 -2.3 1.5 -0.55
O -7.856066 -0.385491 -3.104517 2.1 0.6 -0.5 -0.52
O -5.404993 -0.073728 -3.958411 -1.7 -0.5 -0.7 -0.40
H -3.432713 0.044480 -3.455503 -0.1 0.3 -0.2 -0.42
H -4.127561 1.533406 -4.262720 0.1 -0.1 -0.1 0.32
H -4.636165 2.322847 -2.191690 0.8 0.0 0.6 0.22
H -4.342461 0.744119 -1.307881 0.2 0.1 -0.1 0.03
O -0.401746 0.134619 -2.704587 -0.5 1.3 -3.0 -0.40
C -0.441924 0.892086 -3.700433 1.5 -0.3 2.6 0.17
O -1.107195 0.574736 -4.782121 -0.2 -2.6 1.4 -0.38
C -1.134767 1.564283 -5.735538 -0.3 3.3 0.1 -0.55
C -0.760430 2.847310 -4.899487 0.5 -0.3 -1.8 -0.88
C 0.170152 2.313933 -3.872972 -0.7 -0.6 1.5 0.61
H -2.180623 1.707494 -6.007137 0.3 -0.5 -0.9 0.38
H -0.402779 1.378125 -6.521449 -0.4 -0.1 -0.2 0.39
H -1.637219 3.228948 -4.376320 -0.1 0.3 -0.5 0.20
H -0.235942 3.563680 -5.531811 -0.6 0.3 0.0 0.42
H 0.019787 2.885661 -2.957205 0.3 -0.4 0.2 -0.56
H 1.236940 2.365601 -4.090675 -0.1 -0.6 -0.2 0.33
O 0.150453 -1.477898 1.542151 0.8 -0.6 1.9 0.03
C 0.373867 -2.313762 2.408560 -1.6 -0.3 -2.0 -0.49
O -0.219921 -2.303686 3.588251 -0.4 0.1 1.6 -0.18
C -0.126221 -3.573469 4.293441 1.3 -1.4 -0.4 -0.37
C 0.911721 -4.418048 3.538960 0.7 1.5 -1.0 -1.02
C 0.980281 -3.655925 2.201801 1.1 -1.2 -0.9 0.71
H -1.047539 -4.154714 4.255887 -0.4 0.9 0.4 0.37
H 0.388189 -3.521447 5.253016 -1.3 0.9 0.4 0.24
H 0.725607 -5.492032 3.540726 -0.1 0.2 -0.3 0.39
H 1.877359 -4.218899 4.003716 0.1 -0.5 0.2 0.31
H 0.448375 -4.106353 1.363773 -0.4 -0.1 0.1 -0.07
H 1.988464 -3.567258 1.797067 0.2 0.1 0.2 -0.17
O 3.726012 3.283686 5.122663 -1.5 1.0 -3.0 -0.61
C 3.253958 3.852313 4.135087 1.3 -2.3 1.5 0.31
O 2.205768 3.289723 3.373580 1.5 -1.3 2.3 -0.03
C 1.647487 4.229289 2.542828 -0.5 1.9 -1.6 1.12
C 2.360673 5.549596 2.858349 -0.2 1.8 -0.8 -0.75
C 3.619847 5.179162 3.548545 1.1 -0.5 1.6 -0.61
H 0.563323 4.295506 2.633853 0.1 -0.1 0.7 -0.24
H 1.793298 3.973973 1.493228 0.4 -0.2 0.1 -0.26
H 1.845344 6.264998 3.499243 -0.6 -0.3 -0.1 0.33
H 2.608131 6.084663 1.941525 -0.3 0.0 -0.1 0.37
H 3.960153 5.689579 4.449533 -0.7 0.8 0.0 0.32
H 4.541640 5.262838 2.972881 -0.1 -0.9 -0.5 0.30
O 0.605140 -2.094314 -1.441659 -0.2 -0.8 0.0 -0.50
C 0.818473 -3.277174 -1.620501 3.0 2.3 1.8 -0.16
O -0.026009 -4.074427 -2.107694 -3.7 -1.0 -2.0 -0.20
C 0.474669 -5.387235 -2.244835 0.7 -1.5 1.2 -0.72
C 1.977364 -5.155157 -2.320110 1.0 -0.6 -1.1 -0.80
C 2.152024 -3.992005 -1.408090 -0.1 1.2 0.5 0.51
H -0.027479 -6.037090 -2.961517 0.1 0.9 -0.7 0.40
H 0.200092 -5.860986 -1.302357 0.3 -0.3 0.3 0.37
H 2.318436 -4.814989 -3.297887 -0.5 -0.2 -0.4 0.35
H 2.637440 -5.989970 -2.084532 -0.4 -0.2 0.2 0.40
H 2.889145 -3.230944 -1.664081 0.3 -0.4 -0.1 -0.29
H 2.355765 -4.333271 -0.393143 -0.4 0.3 0.2 -0.01
O -1.719912 1.710326 -0.397861 -1.2 2.0 -0.2 0.20
C -1.743782 2.936118 -0.288463 1.5 -0.4 0.0 -0.42
O -2.736183 3.772091 -0.652352 -0.9 -2.1 -0.1 -0.37
C -2.355196 5.110145 -0.477841 1.0 2.1 0.6 -0.76
C -1.278817 5.071963 0.596643 0.7 0.8 0.8 -0.84
C -0.619864 3.784037 0.299198 0.0 -1.5 0.6 2.30
H -3.131464 5.804917 -0.157205 -0.6 -0.7 -0.3 0.47
H -1.958910 5.459986 -1.431081 0.1 0.1 0.0 0.27
H -1.628960 5.068204 1.628874 -0.9 -0.2 -0.1 0.37
H -0.548107 5.877757 0.666311 -0.2 0.4 -0.8 0.48
H -0.328276 3.249532 1.203291 0.3 -0.1 -0.3 -1.82
H 0.256444 3.874044 -0.342722 -0.2 -0.3 -0.3 0.18
O -2.060811 -1.200723 -0.227314 -0.9 -1.7 -0.5 -0.07
C -2.613605 -2.187571 -0.727098 0.6 3.1 0.4 -0.41
O -3.057358 -3.207038 0.016767 1.3 1.2 -0.3 -0.41
C -3.220515 -4.316180 -0.834431 -1.2 -1.6 -0.6 -0.51
C -3.178434 -3.837430 -2.294614 -0.2 -1.0 -0.8 -0.80
C -2.868064 -2.376540 -2.216274 0.3 -0.4 0.5 0.87
H -4.207248 -4.685403 -0.554898 0.1 -0.5 -0.3 0.49
H -2.473874 -5.083140 -0.628486 0.1 0.1 0.2 0.14
H -4.122647 -4.053783 -2.794362 -0.1 0.2 0.2 0.44
H -2.425803 -4.268510 -2.954773 0.1 -0.6 0.6 0.11
H -3.726764 -1.876837 -2.664650 0.3 0.8 0.6 0.16
H -1.918581 -2.157756 -2.704867 -0.2 0.4 -0.2 -0.40

---

(2)
104
Properties=species:S:1:pos:R:3:forces:R:3:mulliken_charge:R:1 method="wB97M-V/def2-TZVPD" e_homo_ev="-4.0 / -4.0" e_above_lowest_kcal_mol=0.0 total_charge=-1 s_squared=8.78 spin_multiplicity=6
Ru -0.295077 0.244350 -0.351819 -0.4 0.0 -0.4 1.22
C 0.269806 -0.774649 1.903436 0.3 0.1 0.1 -1.42
C -0.991429 -1.062218 2.452327 0.0 -0.2 0.0 1.46
C -1.625823 0.207274 2.734141 0.1 0.3 0.1 0.96
C -0.760208 1.201483 2.283316 -0.1 -0.1 0.2 -0.13
C 0.471324 0.637095 1.807835 0.0 0.1 -0.2 -2.75
C 1.801213 1.390377 1.951364 -0.1 -0.1 -0.1 3.16
C 1.839009 2.049078 3.340063 0.0 -0.1 0.0 -1.79
C 1.937359 2.481850 0.885398 -0.1 0.0 0.1 -1.38
C 2.974060 0.413342 1.849331 -0.1 -0.1 -0.1 -2.04
C -2.855002 0.560253 3.580143 -0.1 -0.1 0.0 2.09
C -2.585141 0.073796 5.018935 0.0 0.0 -0.1 -1.71
C -4.205590 0.010076 3.063897 0.1 0.1 0.0 -1.45
C -3.035351 2.083060 3.682318 0.1 0.0 0.0 -2.23
C -1.301642 -2.537128 2.756514 0.1 0.0 0.0 2.05
C -0.828780 -3.413084 1.575982 0.0 0.0 0.0 -1.72
C -2.765673 -2.902911 3.013833 0.0 0.1 0.0 -1.96
C -0.486708 -2.944542 4.001265 0.0 0.0 0.0 -1.71
H 1.049771 -1.508382 1.762848 0.0 0.0 -0.1 0.52
H -0.931079 2.262451 2.377701 0.0 0.0 0.0 0.81
H 1.110285 2.858777 3.413315 0.0 0.0 0.0 0.31
H 2.832554 2.467100 3.538901 0.0 0.0 0.0 0.44
H 1.607690 1.313318 4.116177 0.0 0.0 0.0 0.31
H 1.107495 3.191583 0.954253 0.0 0.0 0.0 0.24
H 1.920522 2.039241 -0.109259 0.1 0.0 -0.1 -0.08
H 2.877047 3.031379 1.011980 -0.1 0.0 0.0 0.55
H 2.939948 -0.312953 2.665737 0.0 0.0 0.0 0.35
H 3.920626 0.957816 1.913018 0.0 0.0 0.0 0.58
H 2.945127 -0.123285 0.895228 0.0 0.0 0.1 0.02
H -2.475568 -1.008932 5.077411 0.0 0.1 0.0 0.28
H -3.407098 0.373487 5.677713 0.0 0.0 0.0 0.53
H -1.659627 0.523186 5.390335 0.0 0.0 0.0 0.26
H -4.101746 -0.873946 2.448635 0.0 0.0 0.1 -0.05
H -4.705416 0.760694 2.450591 0.0 0.0 0.0 0.35
H -4.867814 -0.227391 3.902436 0.0 0.0 0.0 0.39
H -2.196891 2.559327 4.197749 0.0 0.0 -0.1 0.37
H -3.944658 2.293109 4.253633 0.0 0.0 0.0 0.43
H -3.145609 2.537443 2.694430 0.0 0.0 0.0 0.37
H -1.116994 -2.980136 0.616664 0.0 0.0 0.0 0.17
H -1.269409 -4.412310 1.652398 0.1 0.0 0.0 0.44
H 0.257317 -3.531879 1.567793 0.0 0.0 0.0 0.36
H -3.362900 -2.810861 2.103406 0.0 0.0 0.1 0.24
H -3.218141 -2.297343 3.795163 0.0 -0.1 0.0 0.27
H -2.813419 -3.946864 3.337150 0.0 0.0 -0.1 0.61
H 0.572979 -2.724902 3.854916 0.0 0.0 0.0 0.25
H -0.593029 -4.019504 4.191632 0.0 0.1 0.0 0.49
H -0.822490 -2.402353 4.888852 0.0 0.0 0.0 0.27
S -3.534704 -0.068294 -3.409794 0.1 0.0 0.4 -0.54
As -1.437034 0.082475 -3.195699 -0.9 -0.2 -1.3 0.30
S -0.872260 1.910594 -2.015585 0.4 -0.4 0.6 -0.77
S -0.685557 -1.591869 -1.891417 0.2 0.4 0.5 -0.65
S -0.551767 0.101151 -5.115468 0.5 0.0 0.3 -0.55
O 2.105724 0.203589 -1.541572 0.1 0.2 0.1 1.13
P 3.089171 -0.041244 -2.631676 0.2 -0.4 0.1 -2.19
N 4.605042 0.398947 -2.064368 -0.1 0.2 0.0 0.69
C 5.760315 0.358397 -2.962966 0.0 0.0 0.1 -0.41
C 6.866434 0.997784 -2.131891 -0.1 0.1 0.0 -0.77
C 6.109091 2.124622 -1.422129 0.0 -0.1 0.0 -0.83
C 4.776508 1.464896 -1.056280 0.1 -0.1 0.0 0.49
N 3.393957 -1.604991 -3.105969 -0.3 -0.1 0.4 0.23
C 2.456673 -2.315053 -4.017391 0.0 0.0 0.0 -0.06
C 2.135651 -3.627894 -3.309195 0.2 0.0 0.1 -0.43
C 3.393199 -3.896717 -2.477594 -0.1 0.1 -0.1 -0.82
C 3.783323 -2.506050 -1.986718 0.0 0.0 -0.3 -0.17
N 2.739919 0.704077 -4.040297 0.2 0.2 0.0 0.89
C 2.348330 2.126270 -4.016818 0.0 0.0 -0.1 0.12
C 2.413160 2.534419 -5.486188 0.2 -0.1 0.0 -0.71
C 3.533956 1.650124 -6.044809 -0.2 0.1 0.0 -0.72
C 3.235984 0.315979 -5.368753 -0.1 0.1 0.1 -0.74
H 5.594084 0.950321 -3.873539 0.0 0.0 0.0 -0.04
H 5.981038 -0.668578 -3.262487 0.0 0.0 0.0 0.27
H 7.700463 1.347660 -2.740319 0.0 0.0 0.0 0.41
H 7.236449 0.278865 -1.396147 0.0 0.0 0.0 0.29
H 5.947086 2.950332 -2.119771 0.0 0.0 0.0 0.29
H 6.629273 2.510361 -0.545175 0.0 0.0 0.0 0.43
H 3.949620 2.171183 -1.064515 0.0 0.0 0.0 -0.07
H 4.826038 1.026075 -0.055290 0.0 0.1 -0.1 -0.20
H 2.961733 -2.509065 -4.968918 0.0 0.0 0.0 0.32
H 1.561895 -1.722471 -4.225132 0.0 0.0 0.0 -0.16
H 1.909465 -4.427088 -4.015503 0.0 0.0 0.0 0.48
H 1.276943 -3.490183 -2.654098 -0.1 0.0 0.0 -0.09
H 4.185091 -4.305529 -3.111453 0.0 0.0 0.0 0.30
H 3.219023 -4.580629 -1.646936 0.0 0.0 0.0 0.42
H 4.850639 -2.412033 -1.780249 0.0 0.0 0.0 0.24
H 3.234721 -2.253504 -1.074342 0.0 0.0 0.0 -0.10
H 3.053745 2.716775 -3.413502 0.0 0.0 0.0 0.22
H 1.354376 2.248642 -3.598991 -0.1 0.0 0.1 -0.49
H 2.593334 3.602411 -5.608800 0.0 0.0 0.0 0.43
H 1.470917 2.264540 -5.965187 0.0 0.1 0.0 0.26
H 4.511729 2.035495 -5.739514 0.0 0.0 0.0 0.24
H 3.516031 1.570555 -7.133245 0.0 0.0 0.0 0.41
H 4.098219 -0.348089 -5.293526 0.0 0.0 0.0 0.42
H 2.436501 -0.196807 -5.910965 0.0 -0.1 0.0 0.34
Cl -5.670703 -2.450331 -0.252912 0.0 -0.1 0.0 -0.27
C -4.854803 -0.926693 -0.174268 0.0 0.0 0.0 -0.05
C -5.557898 0.255225 -0.238844 -0.1 0.0 -0.1 -0.22
C -4.838592 1.435504 -0.189096 0.0 0.1 0.1 -1.03
C -3.464768 1.381035 -0.061150 0.1 -0.1 0.1 -1.03
N -2.791164 0.231903 0.009004 -0.2 0.0 -0.3 2.44
C -3.476328 -0.903683 -0.067935 0.1 0.1 0.1 -1.61
H -6.634857 0.247685 -0.342241 0.0 0.0 0.0 0.45
H -5.336750 2.394351 -0.247833 0.0 0.0 0.0 0.42
H -2.871944 2.281998 -0.011930 0.0 0.1 -0.1 0.37
H -2.908840 -1.822515 -0.038299 0.0 0.0 -0.1 0.71

---

Number 1: total energy -6676.437524 Ha. Number 2: total energy -6349.138042 Ha.